Here is a structure of composition C12H15KN2OS from the Open Molecules 2025 dataset. Energies are from ωB97M-V with the def2-TZVPD basis set.

Each line ends with the Mulliken charge.
Positions of all 32 atoms, in Å:
K1 0.535 -0.763 -4.462  1.0356
C1 0.282 -0.960 2.262  -1.0571
C2 1.523 -0.264 1.733  -0.6010
N1 2.033 -0.820 0.460  0.0858
C3 3.183 -1.719 0.534  -1.0307
C4 2.789 -3.176 0.702  -0.8864
C5 1.443 -0.578 -0.726  0.3926
S1 2.098 -1.371 -2.117  -0.6248
N2 0.321 0.206 -0.585  -0.1142
C6 -0.505 0.519 -1.566  0.1414
O1 -0.445 0.203 -2.779  -0.9091
C7 -1.684 1.386 -1.144  0.5194
C8 -2.619 1.770 -2.094  -0.4356
C9 -3.710 2.554 -1.741  -0.6504
C10 -3.871 2.962 -0.421  -0.3262
C11 -2.937 2.582 0.539  -0.7034
C12 -1.850 1.796 0.176  -0.0404
H1 -0.026 -0.514 3.212  0.3264
H2 0.457 -2.024 2.438  0.3317
H3 -0.545 -0.859 1.559  0.2545
H4 2.342 -0.363 2.445  0.3911
H5 1.332 0.795 1.607  0.4078
H6 3.782 -1.373 1.375  0.3750
H7 3.774 -1.586 -0.371  0.5077
H8 2.250 -3.337 1.638  0.2544
H9 3.679 -3.811 0.722  0.3783
H10 2.163 -3.498 -0.132  0.2266
H11 -2.475 1.439 -3.114  0.3186
H12 -4.436 2.847 -2.490  0.3794
H13 -4.718 3.575 -0.136  0.3767
H14 -3.055 2.893 1.570  0.3943
H15 -1.112 1.488 0.907  0.2822

HOMO-LUMO gap = 0.265 Eh


Here is a structure of composition C4H2HoO2 from the Open Molecules 2025 dataset. Energies are from ωB97M-V with the def2-TZVPD basis set.

Each line ends with the Mulliken charge.
Positions of all 9 atoms, in Å:
H1 1.294 -2.382 -0.114  0.3396
C1 0.948 -1.351 0.002  0.0582
C2 -0.304 -0.931 -0.111  -0.2083
O1 2.027 -0.577 0.287  -0.1276
O2 1.794 0.798 0.470  -0.5067
Ho1 0.168 1.998 0.301  1.6342
C3 -1.829 1.141 -0.216  -1.0827
C4 -1.228 -0.016 -0.128  0.5389
H2 -2.869 1.320 -0.492  0.3544

Energy above the lowest of the compared OMol25 structures with the same formula, charge and spin = 109.4 kJ/mol
HOMO-LUMO gap (alpha / beta) = 0.250 / 0.255 Eh
2S+1 = 5
Charge = +1


Number 1: calculated total energy -1649.1907 a.u., F_max 1.9 eV/A. Number 2: calculated total energy -1251.6651 a.u., F_max 1.8 eV/A.